C6H36N2O10 | ωB97M-V/def2-TZVPD

Results
Relative energy (zero: lowest compared OMol25 entry of this formula, charge and spin) in kJ/mol: 471.5
HOMO energy in eV: -8.9
Molecular weight in g mol⁻¹: 296.4
Orbital gap in eV: 9.003
SMILES: CCC[C@H](N)CNC.O.O.O.O.O.O.O.O.O.O
Energy in Ha: -1111.98647

The geometry in XYZ format:
```
54
Properties=species:S:1:pos:R:3:forces:R:3:mulliken_charge:R:1
C -3.19561 -0.76344 2.56524 -0.7 -0.1 -0.4 -1.18
C -2.01131 -0.20372 1.78290 3.1 -2.2 1.3 0.41
C -0.96184 -1.44621 1.54407 -2.2 1.7 0.0 -1.13
C 0.24040 -0.97875 0.65978 -2.6 -1.5 -0.5 1.04
N 1.24107 -1.93634 0.98761 3.4 -0.8 1.4 -0.61
C 0.62877 0.49245 0.54012 -1.6 -1.1 -3.4 -0.74
N 1.61701 0.60126 -0.58839 -0.5 0.8 3.3 0.21
C 1.79807 2.02916 -0.74675 1.7 0.1 -4.0 -1.08
H -3.76471 -1.30989 1.70009 0.2 1.1 2.1 0.30
H -3.72100 0.10233 3.07839 -0.1 -1.3 -0.9 0.35
H -2.95930 -1.54226 3.36079 0.0 1.0 -1.0 0.25
H -2.32146 0.15269 0.83576 -0.4 0.4 -0.9 0.25
H -1.35290 0.59912 2.23080 -1.1 -0.7 0.1 -0.27
H -1.58347 -2.30757 1.09252 1.2 1.2 0.3 0.22
H -0.62517 -1.83176 2.53033 -0.1 0.5 -0.5 0.34
H -0.22564 -1.20444 -0.39033 1.2 0.3 1.1 -0.38
H 2.21208 -1.57835 0.80647 -1.2 -0.4 -0.2 0.26
H 1.30271 -2.21302 2.03072 -0.6 0.9 -2.2 0.32
H -0.35018 0.97703 0.05926 1.7 -0.2 2.0 0.12
H 1.17588 0.93767 1.33572 -0.5 0.5 1.3 0.41
H 1.30938 0.03718 -1.33739 -0.4 0.2 -1.3 0.12
H 1.49656 2.42915 -1.77357 0.7 -0.9 1.1 0.23
H 1.32284 2.73384 -0.15638 -1.8 0.5 2.0 0.33
H 2.83833 2.28726 -0.56264 0.4 0.1 -0.4 0.37
O 1.25021 0.87600 -3.44350 5.5 2.7 2.3 -0.56
H 0.51254 0.40626 -3.46316 -5.2 -3.2 -0.7 0.37
H 1.49027 1.26689 -4.24492 0.2 0.7 -1.9 0.29
O -0.46909 3.29979 2.60439 -1.5 0.1 -0.2 -0.75
H 0.29706 3.12317 2.07164 0.4 -0.1 -0.6 0.33
H -1.19446 2.79490 2.17437 0.6 0.5 0.3 0.35
O 0.93127 -0.87015 4.53019 1.4 -1.3 0.2 -0.65
H 1.06919 0.07888 4.50959 -1.0 0.5 -0.2 0.39
H 0.04604 -1.19217 4.40027 -0.5 0.8 0.0 0.32
O -1.28045 -2.98112 -3.04348 2.7 -0.3 0.1 -0.73
H -1.88094 -3.15023 -2.31604 0.3 0.0 0.3 0.29
H -0.29040 -3.00513 -2.72487 -2.5 -0.3 -0.2 0.39
O -0.93458 -0.55762 -3.79956 0.5 -0.7 0.8 -0.68
H -0.85511 -0.31007 -4.68876 0.0 0.9 -2.1 0.28
H -0.90135 -1.52740 -3.83235 -0.6 -0.4 0.7 0.27
O -2.49324 1.13636 -2.83106 0.5 3.0 1.0 -0.76
H -3.40673 0.97368 -2.88321 -1.4 -1.2 -0.5 0.32
H -1.86923 0.46384 -3.04578 0.1 -1.7 -0.6 0.39
O 4.40203 -0.38977 -1.07716 1.8 -1.5 0.1 -0.64
H 4.07160 0.26129 -0.49361 -1.0 1.0 0.7 0.29
H 3.89796 -0.36214 -1.86946 -0.8 0.4 -0.8 0.31
O 1.45790 -3.14189 -1.84753 0.0 0.5 2.0 -0.76
H 2.28674 -2.67259 -1.61016 -0.4 -0.3 -0.7 0.32
H 1.09148 -3.15680 -0.90996 0.3 -0.1 -1.1 0.38
O -3.15164 2.28384 -0.53594 -1.0 1.3 -1.3 -0.62
H -2.79036 1.76980 -1.27921 0.7 -0.4 0.3 0.43
H -3.61437 2.94121 -1.12931 0.5 -0.5 1.5 0.30
O 1.04836 1.95046 4.17949 -1.9 -2.1 2.5 -0.66
H 1.82648 2.16426 3.77512 3.1 1.1 -1.6 0.25
H 0.37602 2.58469 3.96582 -0.6 0.6 -0.5 0.38
```
Positions in Å, forces in eV/Å.